{
  "formula": "C3H7NO2S",
  "method": "the ωB97M-V functional and the def2-TZVPD basis",
  "homo_ev": -9.4,
  "relative_energy_kcal_mol": 17.5,
  "smiles": "NC(=O)[C@@H](S)CO",
  "homo_lumo_gap_ev": 10.013,
  "elements": ["S", "O", "O", "N", "C", "C", "C", "H", "H", "H", "H", "H", "H", "H"],
  "coordinates": [[1.814, -0.609, 0.642], [-1.265, -1.640, 1.358], [-0.533, 0.590, -2.223], [0.920, 1.783, -0.935], [0.250, -0.514, -0.281], [-1.002, -0.445, 0.602], [0.193, 0.690, -1.258], [1.359, -1.775, 1.180], [0.843, 2.612, -1.527], [-0.962, 0.494, 1.196], [1.420, 1.845, -0.073], [0.231, -1.425, -0.839], [-1.382, -1.383, 2.273], [-1.886, -0.223, -0.114]]
}

=====

{
  "formula": "C3H7NO2Se",
  "method": "the ωB97M-V functional and the def2-TZVPD basis",
  "homo_ev": -9.0,
  "relative_energy_kcal_mol": 7.0,
  "smiles": "N[C@H](C[SeH])C(=O)O",
  "homo_lumo_gap_ev": 9.683,
  "elements": ["Se", "O", "O", "N", "C", "C", "C", "H", "H", "H", "H", "H", "H", "H"],
  "coordinates": [[-2.366, -0.268, 0.307], [0.258, -2.005, -0.565], [1.733, -1.276, 0.964], [0.701, 1.130, 0.862], [0.604, 0.302, -0.375], [-1.019, 0.491, -0.921], [0.854, -1.117, -0.024], [1.706, -0.474, 1.506], [-1.025, 0.034, -1.812], [0.116, 0.640, 1.573], [1.150, 0.518, -1.291], [0.340, 2.061, 0.852], [-2.063, -1.630, 0.071], [-0.989, 1.593, -1.146]]
}

=====

{
  "formula": "C3H7NO3",
  "method": "the ωB97M-V functional and the def2-TZVPD basis",
  "homo_ev": -8.3,
  "relative_energy_kcal_mol": 215.8,
  "homo_lumo_gap_ev": 5.557,
  "elements": ["O", "O", "O", "N", "C", "C", "C", "H", "H", "H", "H", "H", "H", "H"],
  "coordinates": [[-0.019, 1.491, 1.915], [0.579, 1.060, -2.218], [0.998, -1.505, 0.235], [-1.338, -1.098, 0.089], [-0.040, 0.355, 1.598], [0.865, -0.151, 0.052], [-0.744, 0.038, 0.225], [-2.291, -0.965, -0.235], [0.660, 1.702, -2.924], [0.876, -0.070, -1.100], [-1.266, 0.886, -0.206], [1.671, 0.553, 0.238], [0.118, -1.881, -0.048], [-0.068, -0.415, 2.381]]
}

=====

{
  "formula": "C3H7NO3",
  "method": "the ωB97M-V functional and the def2-TZVPD basis",
  "homo_ev": -9.9,
  "relative_energy_kcal_mol": 136.8,
  "smiles": "[H]/N=C(\\COO)OC",
  "homo_lumo_gap_ev": 10.746,
  "elements": ["O", "O", "O", "N", "C", "C", "C", "H", "H", "H", "H", "H", "H", "H"],
  "coordinates": [[0.178, -0.854, -1.157], [0.060, 2.024, 0.824], [-1.115, 2.676, 1.315], [1.131, -0.549, 1.065], [-0.359, 1.006, -0.266], [0.580, -0.076, 0.071], [0.149, -2.257, -0.980], [1.296, 0.087, 1.837], [-0.859, 3.603, 1.414], [-0.714, -2.574, -0.387], [-0.138, 1.512, -1.207], [-1.404, 0.735, -0.112], [1.047, -2.601, -0.456], [0.147, -2.732, -1.960]]
}

=====

{
  "formula": "C3H7NO3",
  "method": "the ωB97M-V functional and the def2-TZVPD basis",
  "homo_ev": -9.9,
  "relative_energy_kcal_mol": 39.9,
  "smiles": "CC(=O)NC=O.O",
  "homo_lumo_gap_ev": 10.253,
  "elements": ["O", "O", "O", "N", "C", "C", "C", "H", "H", "H", "H", "H", "H", "H"],
  "coordinates": [[1.531, -0.252, -2.254], [-1.780, -1.680, -0.741], [-1.304, 1.644, 2.057], [-1.469, -0.300, 0.963], [-0.908, -1.149, -0.119], [-0.718, 0.743, 1.464], [0.729, 0.921, 0.961], [0.131, -1.246, -0.269], [0.583, 0.913, -0.054], [1.346, 0.075, 1.011], [-2.470, -0.286, 0.987], [1.166, -0.284, -3.150], [2.202, -0.925, -2.274], [0.961, 1.827, 1.417]]
}

=====

{
  "formula": "C3H7NO3",
  "method": "the ωB97M-V functional and the def2-TZVPD basis",
  "homo_ev": -9.7,
  "relative_energy_kcal_mol": 28.7,
  "smiles": "N[C@H](CO)C(=O)O",
  "homo_lumo_gap_ev": 10.362,
  "elements": ["O", "O", "O", "N", "C", "C", "C", "H", "H", "H", "H", "H", "H", "H"],
  "coordinates": [[2.335, -0.076, -0.222], [-1.499, -1.589, 0.695], [-2.365, 0.171, -0.373], [-0.031, 1.349, -0.774], [-1.337, -0.506, 0.211], [1.091, -0.707, -0.041], [-0.033, 0.305, 0.228], [0.877, 1.801, -0.695], [0.001, 0.619, 1.282], [-0.742, 2.043, -0.558], [0.871, -1.362, -0.887], [-3.122, -0.445, -0.242], [1.070, -1.404, 0.805], [2.885, -0.200, 0.571]]
}

=====

{
  "formula": "C3H7NO3",
  "method": "the ωB97M-V functional and the def2-TZVPD basis",
  "homo_ev": -10.1,
  "relative_energy_kcal_mol": 26.1,
  "smiles": "N[C@H](CO)C(=O)O",
  "homo_lumo_gap_ev": 10.618,
  "elements": ["O", "O", "O", "N", "C", "C", "C", "H", "H", "H", "H", "H", "H", "H"],
  "coordinates": [[-1.018, 2.087, 0.731], [1.999, -0.874, 0.746], [0.796, -2.004, -0.751], [-1.041, 0.009, -1.019], [0.098, 1.268, 0.760], [-0.252, -0.132, 0.242], [0.977, -0.994, 0.137], [-0.459, -0.341, -1.778], [1.625, -2.506, -0.758], [-0.933, -0.618, 0.945], [-1.377, 2.019, -0.166], [-1.808, -0.649, -0.989], [0.922, 1.596, 0.128], [0.471, 1.139, 1.772]]
}

=====

{
  "formula": "C3H7NO3",
  "method": "the ωB97M-V functional and the def2-TZVPD basis",
  "homo_ev": [-6.9, -9.2],
  "relative_energy_kcal_mol": 86.2,
  "spin_multiplicity": 3,
  "homo_lumo_gap_ev": [7.641, 6.529],
  "elements": ["O", "O", "O", "N", "C", "C", "C", "H", "H", "H", "H", "H", "H", "H"],
  "coordinates": [[1.613, 2.475, -0.753], [-0.605, -0.792, -2.465], [-0.364, -0.673, 2.050], [0.822, 1.280, -0.637], [-0.567, -2.589, -0.832], [-0.490, -1.638, -1.698], [-0.561, 0.475, 2.204], [-0.004, 0.954, 2.948], [-1.430, 1.001, 1.620], [0.354, 1.352, -1.553], [2.258, 2.467, -0.017], [0.120, 1.458, 0.033], [-1.065, -2.326, 0.106], [-0.079, -3.444, -1.005]]
}

=====

{
  "formula": "C3H7NO3S",
  "method": "the ωB97M-V functional and the def2-TZVPD basis",
  "homo_ev": [-7.4, -9.9],
  "relative_energy_kcal_mol": 81.7,
  "spin_multiplicity": 3,
  "homo_lumo_gap_ev": [8.181, 7.689],
  "elements": ["S", "O", "O", "O", "N", "C", "C", "C", "H", "H", "H", "H", "H", "H", "H"],
  "coordinates": [[-1.666, -0.331, 0.139], [-3.237, -0.766, 0.654], [-1.615, -0.608, -1.283], [1.062, 0.895, 0.593], [-1.890, 1.351, 0.268], [2.180, 1.464, 0.453], [2.255, -1.073, -0.029], [1.792, 0.339, -0.426], [1.514, -1.389, 0.687], [-1.015, 1.664, -0.078], [1.163, 0.456, -1.358], [2.213, -1.741, -0.965], [3.337, -0.972, 0.243], [-3.887, -0.922, -0.029], [-2.206, 1.634, 1.130]]
}

=====

{
  "formula": "C3H7NO4",
  "method": "the ωB97M-V functional and the def2-TZVPD basis",
  "homo_ev": -9.4,
  "relative_energy_kcal_mol": 109.1,
  "smiles": "O=C(NO)OCCO",
  "homo_lumo_gap_ev": 9.729,
  "elements": ["O", "O", "O", "O", "N", "C", "C", "C", "H", "H", "H", "H", "H", "H", "H"],
  "coordinates": [[2.546, -0.389, -0.327], [-2.228, 0.687, -0.911], [0.296, -0.178, 0.267], [0.452, -2.595, 1.381], [1.528, -1.836, 1.033], [0.076, 0.919, -0.659], [-1.291, 1.536, -0.305], [1.545, -0.732, 0.320], [0.180, 0.571, -1.694], [-3.164, 0.701, -0.286], [-1.141, 2.575, -0.764], [2.176, -2.545, 0.848], [0.932, 1.632, -0.392], [-1.545, 1.746, 0.699], [-0.362, -2.092, 0.789]]
}

=====

{
  "formula": "C3H7NO4",
  "method": "the ωB97M-V functional and the def2-TZVPD basis",
  "homo_ev": -9.9,
  "relative_energy_kcal_mol": 53.1,
  "smiles": "O=CCNC(=O)O.O",
  "homo_lumo_gap_ev": 10.559,
  "elements": ["O", "O", "O", "O", "N", "C", "C", "C", "H", "H", "H", "H", "H", "H", "H"],
  "coordinates": [[-1.559, -0.040, 1.718], [-2.176, -0.727, -0.276], [1.439, 1.800, -0.675], [-0.670, -0.672, -2.671], [0.071, -0.449, 0.168], [1.089, 0.170, 1.043], [-1.263, -0.422, 0.472], [1.826, 1.304, 0.358], [0.291, -0.645, -0.892], [-1.969, -0.616, 2.284], [1.727, -0.648, 1.528], [0.427, 0.603, 1.879], [-1.513, -0.847, -2.285], [-0.528, -0.216, -3.400], [2.807, 1.406, 0.749]]
}

=====

{
  "formula": "C3H7NO4S",
  "method": "the ωB97M-V functional and the def2-TZVPD basis",
  "homo_ev": -9.5,
  "relative_energy_kcal_mol": 50.1,
  "homo_lumo_gap_ev": 10.010,
  "elements": ["S", "O", "O", "O", "O", "N", "C", "C", "C", "H", "H", "H", "H", "H", "H", "H"],
  "coordinates": [[2.321, 0.326, 0.025], [-0.553, 0.151, -0.107], [2.205, 0.170, -1.684], [3.917, 0.805, 0.246], [2.267, -1.026, 0.469], [-2.374, -1.134, -0.437], [-2.741, -0.077, 0.546], [-1.167, -0.870, -0.756], [-1.485, 0.785, 0.684], [4.420, 0.013, 0.488], [-1.096, 0.754, 1.605], [-1.609, 1.867, 0.355], [3.137, -0.103, -1.852], [-2.870, -0.667, 1.526], [-0.764, -1.519, -1.422], [-3.607, 0.526, 0.314]]
}

=====

{
  "formula": "C3H7NOP",
  "method": "the ωB97M-V functional and the def2-TZVPD basis",
  "charge": -1,
  "homo_ev": [-1.0, -2.1],
  "relative_energy_kcal_mol": 45.0,
  "spin_multiplicity": 3,
  "homo_lumo_gap_ev": [5.180, 6.035],
  "elements": ["P", "O", "N", "C", "C", "C", "H", "H", "H", "H", "H", "H", "H"],
  "coordinates": [[-0.138, -0.865, -0.498], [2.676, 1.731, -0.497], [1.737, 1.973, -1.380], [-1.698, -1.607, 0.275], [0.557, 0.128, 0.781], [-0.082, 0.950, -0.229], [1.754, 0.015, 0.814], [0.402, 0.159, 1.938], [1.851, 1.214, -2.149], [-2.675, -1.209, -0.243], [-0.888, 1.591, -0.063], [-1.864, -1.417, 1.312], [-1.630, -2.663, -0.060]]
}

=====

{
  "formula": "C3H7NOS",
  "method": "the ωB97M-V functional and the def2-TZVPD basis",
  "charge": -2,
  "homo_ev": 1.2,
  "relative_energy_kcal_mol": 4.0,
  "smiles": "N[C@@H](C[O-])C[S-]",
  "homo_lumo_gap_ev": 5.169,
  "elements": ["S", "O", "N", "C", "C", "C", "H", "H", "H", "H", "H", "H", "H"],
  "coordinates": [[-0.840, 1.670, -1.137], [-0.204, -2.319, 1.326], [0.535, 0.354, 1.548], [0.761, -0.345, 0.256], [0.683, 0.627, -0.927], [-0.183, -1.572, 0.171], [0.113, -0.378, 2.100], [-1.173, -1.157, -0.097], [1.539, 1.300, -0.875], [0.095, -2.183, -0.733], [1.799, -0.722, 0.257], [-0.169, 1.047, 1.329], [0.715, 0.011, -1.835]]
}

=====

{
  "formula": "C3H7NOS",
  "method": "the ωB97M-V functional and the def2-TZVPD basis",
  "homo_ev": [-8.0, -8.0],
  "relative_energy_kcal_mol": 106.3,
  "homo_lumo_gap_ev": [8.008, 8.008],
  "elements": ["S", "O", "N", "C", "C", "C", "H", "H", "H", "H", "H", "H", "H"],
  "coordinates": [[-2.370, -0.667, -0.311], [1.635, 0.352, -0.144], [0.670, -0.570, -0.550], [-1.121, 0.291, -0.248], [-0.898, 1.693, 0.078], [0.665, -1.756, 0.255], [-1.130, 1.846, 1.137], [-1.542, 2.349, -0.508], [1.217, -1.625, 1.187], [1.120, -2.560, -0.331], [-0.365, -2.048, 0.471], [1.968, 0.728, -0.974], [0.151, 1.964, -0.063]]
}

=====

{
  "formula": "C3H7NOS",
  "method": "the ωB97M-V functional and the def2-TZVPD basis",
  "homo_ev": -9.4,
  "relative_energy_kcal_mol": 29.5,
  "smiles": "O=CNCCS",
  "homo_lumo_gap_ev": 10.200,
  "elements": ["S", "O", "N", "C", "C", "C", "H", "H", "H", "H", "H", "H", "H"],
  "coordinates": [[0.379, 2.310, 1.580], [-0.953, -2.116, -2.216], [0.061, -1.274, -0.379], [0.235, 1.259, 0.099], [-1.027, -1.508, -1.177], [0.215, -0.232, 0.607], [-0.614, 1.482, -0.537], [1.151, 1.186, -0.496], [0.732, -2.025, -0.479], [-0.774, -0.333, 1.109], [1.530, 2.952, 1.353], [1.057, -0.451, 1.256], [-1.991, -1.249, -0.721]]
}

=====

{
  "formula": "C3H7NOS",
  "method": "the ωB97M-V functional and the def2-TZVPD basis",
  "homo_ev": -8.2,
  "relative_energy_kcal_mol": 70.1,
  "smiles": "C/N=C(\\C)SO",
  "homo_lumo_gap_ev": 9.022,
  "elements": ["S", "O", "N", "C", "C", "C", "H", "H", "H", "H", "H", "H", "H"],
  "coordinates": [[1.697, -1.793, -2.102], [3.035, -0.863, -1.963], [1.125, 0.206, -0.116], [0.446, 0.909, 0.906], [-0.943, -1.273, -0.592], [0.518, -0.737, -0.719], [-1.091, -1.616, 0.397], [1.137, 1.091, 1.667], [-1.100, -2.088, -1.291], [-0.376, 0.341, 1.280], [0.103, 1.790, 0.441], [2.914, -0.293, -1.327], [-1.585, -0.362, -0.878]]
}

=====

{
  "formula": "C3H7NOS",
  "method": "the ωB97M-V functional and the def2-TZVPD basis",
  "homo_ev": [-9.6, -9.6],
  "relative_energy_kcal_mol": 163.3,
  "smiles": "C#S(=O)N(C)C",
  "homo_lumo_gap_ev": [8.385, 8.385],
  "elements": ["S", "O", "N", "C", "C", "C", "H", "H", "H", "H", "H", "H", "H"],
  "coordinates": [[1.545, 0.202, -0.005], [1.664, -0.705, 1.215], [-0.456, 0.253, -0.362], [2.951, 0.847, -0.455], [-1.117, 0.666, 0.877], [-0.712, -1.078, -0.790], [-0.627, -1.861, 0.040], [2.701, 1.561, -1.291], [-0.128, -1.421, -1.531], [-1.711, -1.013, -1.064], [-0.980, 0.111, 1.764], [-2.307, 0.761, 0.713], [-0.822, 1.678, 0.890]]
}

=====

{
  "formula": "C3H7NOS",
  "method": "the ωB97M-V functional and the def2-TZVPD basis",
  "homo_ev": -9.1,
  "relative_energy_kcal_mol": 45.6,
  "smiles": "N[C@@H]1[C@@H](O)[C@@H]1S",
  "homo_lumo_gap_ev": 9.852,
  "elements": ["S", "O", "N", "C", "C", "C", "H", "H", "H", "H", "H", "H", "H"],
  "coordinates": [[1.564, 1.473, -0.460], [-1.529, 0.132, 1.757], [-0.360, -1.020, -1.528], [-0.858, 0.373, 0.516], [0.630, 0.245, 0.543], [-0.250, -0.806, -0.106], [1.147, -0.078, 1.439], [-1.527, 0.952, 2.263], [2.637, 0.779, -0.912], [-0.386, -0.105, -1.970], [0.544, -1.374, -1.899], [-1.298, 1.165, -0.110], [-0.313, -1.737, 0.467]]
}

=====

{
  "formula": "C3H7NOS",
  "method": "the ωB97M-V functional and the def2-TZVPD basis",
  "homo_ev": -8.6,
  "relative_energy_kcal_mol": 141.9,
  "homo_lumo_gap_ev": 9.426,
  "elements": ["S", "O", "N", "C", "C", "C", "H", "H", "H", "H", "H", "H", "H"],
  "coordinates": [[1.354, 0.163, -1.077], [-1.060, 0.828, 0.366], [-1.728, 0.070, -0.802], [0.169, 1.295, -0.134], [2.102, -0.741, 0.402], [-2.645, -0.684, -0.338], [-2.654, -0.508, 0.772], [2.328, -1.905, 0.041], [-0.043, 2.051, -0.918], [3.377, -0.166, 0.758], [-3.172, -1.491, -1.094], [1.184, -0.575, 1.328], [0.787, 1.664, 0.696]]
}

=====

no.,largest force on an atom (eV Å⁻¹)
1,2.2
2,4.9
3,3.7
4,5.2
5,5.5
6,1.5
7,1.4
8,8.9
9,6.9
10,6.5
11,6.7
12,4.2
13,5.6
14,1.0
15,4.0
16,3.2
17,8.0
18,4.7
19,1.9
20,4.8